Record 1
This record from the Open Molecules 2025 dataset describes C5H8N2 in the gas phase at a distorted geometry. The level of theory is ωB97M-V with the def2-TZVPD basis set.

The geometry in ORCA input format:
```
! wB97M-V def2-TZVPD RIJCOSX def2/J DEFGRID3
* xyz 0 1
C 1.4462 -0.0608 -0.7218
C 0.1538 -0.0102 0.0913
C 0.0008 1.3286 0.8167
N -1.0009 -0.2425 -0.8191
C 0.0656 -1.2549 0.9726
C -1.8653 -1.2202 -0.4661
N -2.6430 -2.0222 -0.1436
H 2.3046 0.0619 -0.0532
H 1.4844 0.7404 -1.4703
H 1.5411 -1.0349 -1.2098
H 0.1297 2.1718 0.1258
H -0.9890 1.4047 1.2791
H 0.7618 1.4199 1.6037
H -0.7542 -0.2801 -1.8016
H -0.6355 -1.0017 1.7965
*
```

The LUMO energy (alpha / beta) comes out at -0.99 / -0.94 eV. As for the HOMO energy (alpha / beta): -9.306 / -9.267 eV. The calculation puts the energy above the lowest of the compared OMol25 structures with the same formula, charge and spin at 114.2 kcal per mole. As for the largest force on an atom: 1.02 eV/A. Its energy is -8290.0424 eV.

Here are the natural (NBO) charges for atoms 1 to 4, given in e: -0.618 -0.060 -0.622 -0.629



Record 2
This record from the Open Molecules 2025 dataset describes a molecular structure, C39H76BrCsN2P2Si2. The level of theory is ωB97M-V with the def2-TZVPD basis set.

The geometry in ORCA input format:
```
! wB97M-V def2-TZVPD RIJCOSX def2/J DEFGRID3
* xyz 0 1
Cs -0.3120 1.0728 0.1291
C 4.8823 2.2593 -0.6109
P 3.2551 1.9107 0.1700
C 3.2053 3.4198 1.2691
N 4.2096 3.5873 2.0899
C 4.2250 4.6779 2.8964
C 5.2962 4.8714 3.8006
C 5.3019 5.9680 4.6110
C 4.2481 6.9141 4.5554
C 3.2072 6.7471 3.6903
C 3.1813 5.6165 2.8396
N 2.1541 5.4523 1.9692
C 2.1414 4.3971 1.1944
P 0.6578 4.2294 0.0709
C -0.4599 5.4183 0.8983
C 1.1795 5.1668 -1.4674
C -0.1176 5.5975 -2.1645
C 2.0420 6.3909 -1.1739
C 1.9309 4.2083 -2.3897
C 3.6858 0.4792 1.3135
C 2.5538 0.3122 2.3317
C 3.7017 -0.7532 0.3962
C 5.0249 0.5644 2.0431
H 5.6315 2.5253 0.1337
H 4.7789 3.0850 -1.3145
H 5.2148 1.3854 -1.1720
H 6.0871 4.1332 3.8227
H 6.1159 6.1244 5.3065
H 4.2777 7.7756 5.2094
H 2.3892 7.4523 3.6255
H -0.0688 6.4331 0.9280
H -0.6167 5.0840 1.9240
H -1.4231 5.3972 0.3884
H -0.6328 6.3861 -1.6161
H -0.8125 4.7631 -2.2943
H 0.1240 5.9849 -3.1577
H 1.5798 7.0527 -0.4401
H 2.1909 6.9610 -2.0954
H 3.0264 6.1086 -0.7948
H 1.3193 3.3419 -2.6508
H 2.8540 3.8431 -1.9392
H 2.1939 4.7273 -3.3157
H 1.6046 0.1322 1.8246
H 2.4510 1.1866 2.9786
H 2.7479 -0.5573 2.9647
H 2.7529 -0.8893 -0.1272
H 3.8772 -1.6506 0.9967
H 4.4988 -0.6964 -0.3482
H 5.0716 1.4184 2.7146
H 5.8610 0.6321 1.3458
H 5.1634 -0.3500 2.6280
C -4.7689 1.8749 1.0794
Si -3.7095 1.2072 -0.3973
C -4.6219 -0.5112 -0.7327
C -4.2895 -1.0479 -2.1259
C -4.0497 -1.5040 0.2881
C -6.1405 -0.5012 -0.5555
C -4.2254 2.4679 -1.8239
C -5.6877 2.4416 -2.2631
C -3.9203 3.8671 -1.2755
C -3.3367 2.2711 -3.0570
H -5.8074 2.1132 0.8224
H -4.3206 2.7761 1.5081
H -4.7972 1.1317 1.8839
H -3.2101 -1.0262 -2.3167
H -4.7752 -0.4676 -2.9130
H -4.6246 -2.0895 -2.2342
H -2.9739 -1.6471 0.1454
H -4.5345 -2.4868 0.1864
H -4.2056 -1.1660 1.3182
H -6.6360 0.1635 -1.2642
H -6.4272 -0.1827 0.4491
H -6.5508 -1.5100 -0.7085
H -6.3697 2.5386 -1.4147
H -5.9367 1.5147 -2.7841
H -5.9027 3.2688 -2.9546
H -4.6006 4.1468 -0.4679
H -4.0089 4.6248 -2.0665
H -2.8981 3.9180 -0.8781
H -3.4717 1.2909 -3.5173
H -2.2763 2.3615 -2.7934
H -3.5531 3.0305 -3.8218
C 2.6716 -4.6146 -1.3177
C 1.8417 -5.3935 -0.2844
C 2.5396 -5.1875 1.0682
C 1.9171 -6.8891 -0.6351
Si 0.0126 -4.8096 -0.2181
Br 0.1483 -2.5316 -0.1885
C -0.8976 -5.2435 1.4117
C -0.4400 -4.3793 2.5993
C -0.6803 -6.7232 1.7740
C -2.4085 -4.9990 1.2724
C -0.9873 -5.2035 -1.8019
C -0.1174 -5.0290 -3.0565
C -2.1914 -4.2639 -1.9809
C -1.4998 -6.6533 -1.7712
H 3.6999 -4.9901 -1.2867
H 2.7011 -3.5479 -1.0927
H 2.3098 -4.7358 -2.3366
H 3.5941 -5.4630 0.9631
H 2.1204 -5.8082 1.8587
H 2.5013 -4.1443 1.3895
H 2.9618 -7.2134 -0.5869
H 1.5624 -7.0943 -1.6450
H 1.3496 -7.5150 0.0561
H 0.6230 -4.4522 2.8124
H -0.9789 -4.7123 3.4923
H -0.6829 -3.3282 2.4402
H 0.3558 -6.9387 2.0377
H -0.9726 -7.4030 0.9719
H -1.2942 -6.9669 2.6469
H -2.6356 -3.9732 0.9738
H -2.8787 -5.1700 2.2463
H -2.8821 -5.6766 0.5629
H 0.3159 -4.0286 -3.1174
H -0.7490 -5.1669 -3.9394
H 0.6878 -5.7608 -3.1169
H -1.8847 -3.2249 -2.0978
H -2.9052 -4.3050 -1.1620
H -2.7216 -4.5539 -2.8938
H -0.6975 -7.3839 -1.6486
H -1.9976 -6.8711 -2.7215
H -2.2319 -6.8173 -0.9803
*
```

The LUMO energy comes out at -0.82 eV. As for the HOMO energy: -5.148 eV. The calculation puts the energy above the lowest of the compared OMol25 structures with the same formula, charge and spin at 0.0 kcal per mole. As for the largest force on an atom: 0.69 eV/A. Its energy is -149582.0842 eV.

Here are the Löwdin charges for atoms 1 to 4, given in e: 0.579 -0.265 0.978 -0.386